[1]
Density functional theory data (wB97M-V/def2-TZVPD) for a single C18H30N2O3S molecule at a distorted geometry.

Structure (ORCA input):
```
! RIJCOSX wB97M-V def2-TZVPD def2/J DEFGRID3
* xyz 0 1
S -0.453 -1.943 -0.001
O -0.310 -1.356 1.298
O 2.642 1.811 0.351
O -1.402 -3.004 -0.163
N 1.014 -2.615 -0.520
N 2.237 -2.081 -0.406
C 3.702 -0.271 0.039
C -1.396 0.536 -0.539
C 6.109 -0.445 -0.013
C 2.689 3.192 0.612
C -3.379 2.690 0.212
C -5.364 -0.930 0.037
C -4.641 2.154 -0.465
C 2.386 -0.871 -0.032
C -4.885 -2.271 0.580
C 3.812 1.118 0.260
C -2.220 2.936 -0.756
C 5.072 1.696 0.350
C -5.635 1.562 0.537
C -0.771 -0.649 -1.245
C -1.721 1.687 -1.490
C -5.227 0.186 1.072
C 6.210 0.917 0.217
C 4.861 -1.030 -0.100
H -1.435 -1.106 -1.972
H -0.821 1.954 -2.050
H -2.522 3.677 -1.500
H -5.063 -3.061 -0.145
H 0.182 -0.405 -1.708
H -2.466 1.358 -2.216
H 5.181 2.755 0.524
H -4.198 0.213 1.436
H -3.818 -2.249 0.792
H 3.192 3.738 -0.193
H -1.388 3.361 -0.188
H -6.413 -1.010 -0.261
H -5.862 -0.057 1.927
H 7.000 -1.045 -0.118
H -3.052 1.999 0.988
H 1.007 -3.611 -0.673
H -5.414 -2.522 1.497
H -2.303 0.187 -0.048
H -3.619 3.634 0.708
H -4.787 -0.688 -0.857
H -6.612 1.470 0.058
H -5.744 2.254 1.376
H 7.180 1.385 0.293
H -0.710 0.881 0.237
H 4.750 -2.088 -0.271
H -5.122 2.968 -1.012
H 3.185 3.407 1.563
H 1.650 3.515 0.668
H 1.556 -0.236 0.263
H -4.377 1.388 -1.192
*
```

Results
HOMO-LUMO gap in eV: 8.826
SMILES: CCCCCCCCCCS(=O)(=O)N/N=C/c1ccccc1OC
LUMO level in eV: 0.54
Electronic energy in eV: -39109.405
Energy relative to the best compared isomer or geometry (same formula, charge and spin) in kJ/mol: 161.8


[2]
Density functional theory data (wB97M-V/def2-TZVPD) for 2 unconnected molecules or ions with the total composition CClF3OS at a distorted geometry.

Structure (ORCA input):
```
! RIJCOSX wB97M-V def2-TZVPD def2/J DEFGRID3
* xyz 0 1
Cl -0.718 1.414 -0.902
S -2.173 0.278 0.253
F 2.203 -0.904 -0.493
F 2.329 0.313 1.193
F -1.285 -1.105 0.369
O -3.297 -0.034 -0.537
C 2.942 0.039 0.117
*
```

Results
HOMO-LUMO gap in eV: 10.471
LUMO level in eV: -0.78
Electronic energy in eV: -34591.823
Energy relative to the best compared isomer or geometry (same formula, charge and spin) in kJ/mol: 147.3


[3]
Density functional theory data (wB97M-V/def2-TZVPD) for a molecular structure, C37H38FN6O4STi.

Structure (ORCA input):
```
! RIJCOSX wB97M-V def2-TZVPD def2/J DEFGRID3
* xyz -1 1
Ti -0.115 -0.306 -0.112
S -0.886 -3.211 -1.788
F -6.494 2.336 0.544
O 0.401 0.224 -1.937
O 0.557 1.267 -3.892
O -2.055 0.529 -0.630
O 0.456 -3.693 -2.140
N -0.408 0.953 1.452
N -2.796 3.452 -3.379
N 1.401 1.400 2.911
N 1.290 -1.422 0.659
N 0.414 1.469 0.442
N -1.094 -1.950 -1.060
C -0.568 0.331 3.756
C 0.659 -2.531 1.220
C -0.035 1.008 -2.853
C -5.128 5.145 -3.173
C 0.957 3.249 -1.056
C -0.929 3.512 0.423
C 1.911 1.321 4.139
C -3.026 4.534 -4.361
C 1.110 -3.859 1.187
C -1.377 1.665 -2.606
C -3.511 2.133 -1.496
C -1.429 -3.346 2.210
C 3.499 -1.815 1.698
C -1.693 2.685 -3.448
C -0.953 -4.648 2.146
C 0.672 4.472 -1.631
C -0.418 5.227 -1.201
C 3.167 0.060 0.136
C -5.813 3.657 -1.275
C -1.731 5.052 -4.967
C -4.440 1.841 -0.493
C -4.909 3.964 -2.267
C 0.828 -6.316 1.529
C 0.319 -4.903 1.642
C -0.613 -2.313 1.781
C 0.185 0.889 2.700
C -0.016 0.253 5.010
C 0.138 2.730 -0.040
C 2.753 -1.385 0.430
C -5.574 2.594 -0.413
C -2.820 -3.049 2.698
C 3.159 -2.216 -0.796
C 1.270 0.751 5.221
C -2.258 1.361 -1.527
C -3.793 5.659 -3.681
C -3.743 3.182 -2.393
C -1.204 4.738 -0.164
H -0.980 2.897 -4.229
H -0.986 -1.298 1.891
H -0.580 -0.186 5.824
H 2.905 1.745 4.259
H -2.845 -2.129 3.284
H -3.208 -3.860 3.315
H 2.955 -3.279 -0.701
H 1.310 4.843 -2.425
H 4.252 0.094 0.014
H 1.829 -6.410 1.955
H -3.190 6.044 -2.853
H -1.027 5.336 -4.183
H 2.066 -4.101 0.753
H 2.711 0.411 -0.792
H 1.794 2.655 -1.400
H 3.297 -2.845 1.985
H 4.575 -1.711 1.540
H 0.889 -6.617 0.481
H 3.204 -1.166 2.526
H -3.658 4.125 -5.159
H 2.865 0.729 0.941
H 2.607 -1.867 -1.670
H -4.228 1.038 0.200
H 0.170 -7.016 2.045
H -1.575 -0.014 3.560
H -3.937 6.468 -4.399
H -2.045 5.320 0.197
H 1.748 0.711 6.191
H -1.249 4.330 -5.623
H 4.229 -2.087 -0.981
H -1.572 -5.470 2.490
H -0.628 6.194 -1.645
H -3.498 -2.915 1.851
H -6.711 4.250 -1.147
H -1.963 5.934 -5.565
H -5.754 4.856 -4.024
H -5.668 5.922 -2.631
H -1.545 3.120 1.221
*
```

Results
HOMO-LUMO gap (alpha / beta) in eV: 6.636 / 6.635
LUMO level (alpha / beta) in eV: 2.10 / 2.10
Electronic energy in eV: -92790.445
Energy relative to the best compared isomer or geometry (same formula, charge and spin) in kJ/mol: 0.0


[4]
Density functional theory data (wB97M-V/def2-TZVPD) for a molecular structure, C27H25CaClN5O4S at a distorted geometry.

Structure (ORCA input):
```
! RIJCOSX wB97M-V def2-TZVPD def2/J DEFGRID3
* xyz 1 1
Ca 0.118 0.467 -0.346
Cl -2.153 3.758 5.988
S 3.910 1.331 -4.159
O 3.708 2.721 -4.490
O 1.546 -0.140 -1.771
O 5.231 0.791 -4.230
O 0.606 1.076 1.560
N -2.020 0.727 0.430
N -1.142 -1.528 -0.833
N 0.114 3.000 -1.230
N 3.237 1.058 -2.687
N 2.782 3.541 -1.436
C -0.726 -2.670 -1.327
C 2.166 3.530 -0.049
C -4.250 0.381 -0.569
C -2.092 2.388 3.660
C -2.352 1.146 1.599
C 0.033 2.893 4.632
C -1.558 -3.571 -2.020
C -4.701 -1.591 -1.881
C -2.465 -1.193 -0.986
C 0.675 2.257 3.595
C 1.907 4.232 -2.437
C 2.235 0.201 -2.765
C 0.678 3.815 -0.139
C -1.459 1.759 2.571
C 0.827 -1.382 -5.939
C -3.356 -2.006 -1.706
C -5.128 -0.418 -1.338
C 2.791 0.307 -5.060
C -2.861 -3.226 -2.223
C -0.035 1.671 2.528
C -1.361 2.963 4.665
C 0.927 -1.128 -4.577
C 1.928 -0.274 -4.151
C 1.708 -0.793 -6.844
C 2.712 0.069 -6.417
C 0.592 3.479 -2.555
C -2.953 0.003 -0.366
H 3.694 3.993 -1.415
H 0.487 4.882 -0.286
H 3.397 0.527 -7.117
H -3.386 1.017 1.931
H -0.132 4.154 -3.016
H 1.609 -1.008 -7.900
H 0.603 3.329 5.442
H -1.155 -4.503 -2.389
H -4.612 1.299 -0.124
H -5.376 -2.219 -2.449
H 2.965 2.564 -1.778
H -3.174 2.421 3.698
H -3.533 -3.876 -2.770
H -6.151 -0.094 -1.477
H -0.896 3.091 -1.204
H 2.677 4.276 0.555
H 1.779 5.255 -2.092
H 2.433 4.233 -3.387
H 0.717 2.625 -3.222
H 0.059 -2.049 -6.307
H 0.221 3.536 0.809
H 1.754 2.171 3.585
H 2.353 2.547 0.381
H 0.249 -1.585 -3.866
H 0.328 -2.892 -1.202
*
```

Results
HOMO-LUMO gap in eV: 7.288
LUMO level in eV: -3.06
Electronic energy in eV: -85840.582
Energy relative to the best compared isomer or geometry (same formula, charge and spin) in kJ/mol: 37.9


[5]
Density functional theory data (wB97M-V/def2-TZVPD) for 4 unconnected molecules or ions with the total composition C4H15NO2 at a distorted geometry.

Structure (ORCA input):
```
! RIJCOSX wB97M-V def2-TZVPD def2/J DEFGRID3
* xyz 0 1
O 0.013 1.708 1.962
O 0.577 2.255 -0.405
N -0.273 -2.185 0.039
C -1.693 -0.287 -1.011
C 1.489 -0.615 0.372
C -0.729 0.034 -2.183
C 0.582 -1.622 1.103
H 1.916 -1.315 -0.382
H 2.183 -0.144 1.104
H 0.945 3.080 -0.514
H 0.108 -0.706 -2.323
H 1.239 -2.343 1.479
H -1.157 0.169 -3.157
H -0.430 -3.204 0.191
H 0.813 0.045 -0.186
H -1.293 -1.301 -0.634
H -1.555 0.321 -0.047
H -0.292 1.005 -1.936
H -0.584 2.268 2.380
H -2.767 -0.241 -1.400
H 0.132 2.050 1.088
H 0.033 -1.161 1.910
*
```

Results
HOMO-LUMO gap in eV: 3.667
LUMO level in eV: -4.25
Electronic energy in eV: -9967.897
Energy relative to the best compared isomer or geometry (same formula, charge and spin) in kJ/mol: 886.6